## one
Computed, not measured: an isolated molecule of C3H4N2O3, with wB97M-V/def2-TZVPD.

Results
Highest occupied orbital energy (eV): -10.52
SMILES string: O=CN/N=C/C(=O)O
Kohn-Sham gap (eV): 9.4

```
! wB97M-V def2-TZVPD RIJCOSX def2/J DEFGRID3
* xyz 0 1
O 2.67635 0.77835 -1.16825
C 2.02563 1.62791 -0.64882
N 0.93810 1.48052 0.35841
N 0.27082 0.32655 0.14808
C -1.08198 0.18582 0.27582
C -1.71222 -1.12487 0.32967
O -2.76892 -1.51919 0.51519
O -0.49018 -1.95931 0.26597
H 2.27979 2.74476 -0.89962
H 0.15495 2.30633 -0.07779
H -1.95631 1.09076 0.16258
H 0.33256 -1.32324 0.62622
*
```

***

## two
Computed, not measured: a cluster of 2 separate species, C3H4N2O3 in total, with wB97M-V/def2-TZVPD.

Results
Highest occupied orbital energy (eV): -11.91
SMILES string: N#CC(=O)[N+](=O)[O-].C
Kohn-Sham gap (eV): 9.7

```
! wB97M-V def2-TZVPD RIJCOSX def2/J DEFGRID3
* xyz 0 1
N 4.08868 2.66509 0.49249
C 3.78591 1.69497 -0.00387
C 3.37520 0.42184 -0.46448
O 2.83926 0.10722 -1.47175
N 3.70903 -0.67600 0.68562
O 4.20299 -0.31255 1.71042
O 3.57514 -1.79754 0.28611
C -0.80047 -0.17040 -0.65289
H -1.07166 -1.12488 -0.14020
H -1.49131 0.57196 -0.41274
H -0.78802 -0.34233 -1.73139
H 0.21139 0.13096 -0.53303
*
```

***

The most stable arrangement is one, and the next structure is 0.0200 hartree less stable.

***

## one
Computed, not measured: a cluster of 2 separate species, C3H9S2 in total, with wB97M-V/def2-TZVPD.

Results
Highest occupied orbital energy (eV): -2.68
Kohn-Sham gap (eV): 6.3

```
! wB97M-V def2-TZVPD RIJCOSX def2/J DEFGRID3
* xyz -1 1
C 1.56623 1.14942 -1.55116
S 1.66057 1.47878 0.22498
H 2.06128 1.95291 -2.09855
H 2.02542 0.21213 -1.89867
H 0.51013 1.08927 -1.81935
C -0.56002 -2.15761 -0.69640
C -1.77555 -1.62587 0.16251
S -1.26985 -0.06502 0.97842
H 0.30421 -2.19357 -0.05060
H -0.37747 -1.52221 -1.55568
H -0.90762 -3.15283 -1.03096
H -2.54766 -1.43626 -0.56114
H -2.11696 -2.33475 0.92044
H 0.72298 0.52039 0.61301
*
```

***

## two
Computed, not measured: a cluster of 2 separate species, C3H9S2 in total, with wB97M-V/def2-TZVPD.

Results
Highest occupied orbital energy (eV): -2.02
Kohn-Sham gap (eV): 4.7

```
! wB97M-V def2-TZVPD RIJCOSX def2/J DEFGRID3
* xyz -1 1
C 1.54902 2.53487 -1.75239
S 2.18332 2.89008 -3.41482
H 0.82074 1.71769 -1.76240
H 1.03661 3.39632 -1.30587
H 2.34203 2.30958 -1.02956
C -1.11123 -0.11617 0.54409
S -1.51496 -1.16296 1.97145
C -0.67589 -2.71932 1.54635
H -0.28215 0.52740 0.82149
H -0.87867 -0.77339 -0.28711
H -1.98861 0.47204 0.33095
H -1.39596 -3.45966 1.19461
H -0.11888 -3.06750 2.40352
H 0.03463 -2.54900 0.73970
*
```

***

The most stable arrangement is one, and the next structure is 0.0152 hartree less stable.

***

## one
Computed, not measured: a cluster of 2 separate species, C3H3N3O in total, with wB97M-V/def2-TZVPD.

Results
Highest occupied orbital energy (eV): -9.51
SMILES string: N=C=CC=O.N#N
Kohn-Sham gap (eV): 10.1

```
! wB97M-V def2-TZVPD RIJCOSX def2/J DEFGRID3
* xyz 0 1
N 2.26871 -0.07765 0.37505
C 1.13055 -0.49717 0.19139
C -0.10779 -0.95861 0.09488
C -1.50885 -0.29854 0.22729
O -2.01483 0.19838 1.20078
H 2.84094 0.24497 -0.40698
H -0.20605 -2.02176 -0.10953
H -2.10866 -0.42263 -0.69385
N 0.24244 2.22491 -0.20398
N -0.53647 1.60810 -0.67506
*
```

***

## two
Computed, not measured: an isolated molecule of C3H3N3O, with wB97M-V/def2-TZVPD.

Results
Highest occupied orbital energy (eV): -9.50
SMILES string: O=C1NN1[C@H]1C=N1
Kohn-Sham gap (eV): 9.1

```
! wB97M-V def2-TZVPD RIJCOSX def2/J DEFGRID3
* xyz 0 1
O -2.21765 0.41903 -0.63217
C -1.13331 0.51539 -0.12590
N -0.43735 1.50232 0.52826
N 0.18826 0.74286 -0.52522
C 1.03876 -0.25466 -0.01042
C 0.33545 -1.59732 0.05594
N 1.22507 -1.45577 -0.81871
H -0.74130 2.42162 0.21058
H 1.87464 0.04094 0.61194
H -0.13258 -2.33440 0.70570
*
```

***

The most stable arrangement is one, and the next structure is 0.1513 hartree less stable.